1.
Below is a molecular structure, C19H27FN4O4S, with properties calculated with ωB97M-V with the def2-TZVPD basis set.

The geometry in XYZ format:
```
56
Properties=species:S:1:pos:R:3:lowdin_charge:R:1
C -1.0923 1.0823 0.3918 -0.028
N 0.3207 1.1998 -0.0173 -0.053
C 0.9634 2.4005 -0.0719 -0.423
O 1.7501 2.6889 -0.9767 0.060
C 0.7032 3.3760 0.9734 -0.136
C 0.2126 3.1721 2.2750 -0.007
C 0.2041 4.3942 2.9330 -0.290
S -0.3387 4.7852 4.5953 0.676
N -1.7803 5.6138 4.2443 -0.072
O -0.7290 3.5390 5.2495 -0.318
O 0.5746 5.7615 5.1843 -0.317
N 0.7467 5.3551 2.1136 -0.108
C 0.9489 6.7651 2.3900 -0.014
C 1.0652 4.7229 0.9361 0.022
C 0.8443 0.0561 -0.8004 -0.254
C 0.7182 -1.2821 -0.0201 -0.130
C 1.7448 -2.3884 -0.3719 -0.147
C 2.0910 -2.5787 -1.8648 -0.142
N 0.9729 -2.3413 -2.7904 -0.030
C -0.1341 -3.1404 -2.8800 -0.392
O -1.2055 -2.7076 -3.3179 0.069
C -0.0200 -4.5279 -2.4529 -0.154
F 1.0851 -5.1746 -2.8947 0.068
C -0.9431 -5.1501 -1.6908 -0.140
C -1.0989 -6.5725 -1.1919 -0.108
C -2.6028 -6.2728 -1.2820 -0.173
C -2.2958 -4.7778 -1.1103 -0.109
C 0.9129 -0.9394 -3.2291 -0.129
C 0.2262 0.0121 -2.2282 -0.103
H -1.2142 0.2946 1.1357 0.085
H -1.5085 2.0007 0.8055 0.087
H -1.7184 0.8277 -0.4632 0.087
H -0.1054 2.2304 2.7039 0.121
H -2.5414 4.9593 4.4177 0.068
H -1.8264 6.4082 4.8801 0.066
H 1.2272 7.2907 1.4773 0.096
H 0.0304 7.1966 2.7858 0.085
H 1.7557 6.8715 3.1149 0.094
H 1.5316 5.2760 0.1340 0.139
H 1.9167 0.2326 -0.9275 0.147
H 0.7703 -1.0967 1.0540 0.113
H -0.2839 -1.6803 -0.1886 0.107
H 2.6738 -2.2192 0.1741 0.110
H 1.3635 -3.3335 0.0186 0.103
H 2.9825 -2.0404 -2.1914 0.123
H 2.4179 -3.6125 -1.9701 0.107
H -0.7420 -7.3786 -1.8352 0.111
H -0.7454 -6.7643 -0.1768 0.118
H -3.0499 -6.5254 -2.2482 0.118
H -3.2172 -6.7175 -0.4975 0.101
H -2.2962 -4.4395 -0.0724 0.117
H -2.9276 -4.1007 -1.6890 0.108
H 1.9026 -0.6067 -3.5461 0.124
H 0.3338 -0.9039 -4.1555 0.122
H -0.8298 -0.2536 -2.1746 0.103
H 0.2560 1.0134 -2.6605 0.119
```

Results
* F_max: 2.3 eV/Å
* energy above the lowest of the compared OMol25 structures with the same formula, charge and spin: 0.905 eV
* Kohn-Sham gap: 9.5257 eV
* electronic energy: -1758.18505 hartree

***

2.
Below is a molecular structure, C19H27GaN4O2PS4Sb, with properties calculated with ωB97M-V with the def2-TZVPD basis set.

The geometry in XYZ format:
```
59
Properties=species:S:1:pos:R:3:lowdin_charge:R:1
Ga -1.7859 0.0959 0.1186 -0.320
S -5.1140 1.2465 2.3040 -0.211
Sb -4.7670 0.9093 0.1028 0.024
S -3.5734 -1.2623 -0.1378 0.072
S -2.6401 2.2795 -0.0152 0.082
S -6.1130 1.3061 -1.7574 -0.221
N -1.7586 0.0880 2.5013 0.017
C -0.4706 0.8129 2.6769 -0.295
C 0.0998 0.6834 4.0601 -0.176
C 1.1766 1.6703 4.4934 -0.164
C 2.2688 0.9500 5.3767 -0.159
N 2.7568 -0.1744 4.5752 0.072
C 3.3346 -1.2688 5.0901 -0.402
N 3.7181 -2.2884 4.2920 0.206
N 3.4949 -1.4095 6.4150 0.193
C 0.4492 0.1814 1.6363 -0.491
O 1.6188 -0.0466 1.9301 0.043
O -0.0475 -0.0626 0.4358 -0.087
H -2.6065 0.5459 2.8844 0.028
H -1.7602 -0.9174 2.7136 0.112
H -0.7758 1.8954 2.4359 0.172
H 0.4746 -0.3394 4.0759 0.107
H -0.6996 0.7580 4.8852 0.155
H 0.8055 2.5289 5.0738 0.124
H 1.7243 2.0552 3.6505 0.107
H 1.6721 0.5791 6.2309 0.120
H 3.1409 1.6241 5.7414 0.153
H 2.6036 -0.1399 3.5419 0.129
H 3.5468 -2.2958 3.3068 0.125
H 4.1159 -3.1327 4.6650 0.123
H 3.5046 -0.6674 7.0910 0.117
H 3.3947 -2.3265 6.8088 0.123
C -1.5514 1.9190 -3.0336 -0.276
P -1.0115 0.1889 -2.4901 0.997
C 0.7667 0.1634 -2.8616 -0.347
C 1.4717 1.3648 -3.0347 -0.092
C 2.7814 1.3744 -3.5042 -0.091
C 3.4150 0.1894 -3.8319 -0.097
C 2.8291 -1.0450 -3.5181 -0.084
C 1.5365 -1.0313 -3.0065 -0.113
C -1.9318 -0.7212 -3.7575 -0.342
C -3.3044 -0.4838 -3.9086 -0.105
C -3.9854 -0.9806 -5.0340 -0.073
C -3.3130 -1.7388 -5.9807 -0.083
C -1.9285 -2.0297 -5.7845 -0.102
C -1.2616 -1.5040 -4.7433 -0.104
H -1.1235 2.2532 -4.0578 0.091
H -1.2244 2.5787 -2.2503 -0.039
H -2.6664 1.8696 -2.9854 0.031
H 0.9433 2.3113 -2.8160 0.102
H 3.3167 2.3113 -3.5621 0.102
H 4.4190 0.2197 -4.2319 0.097
H 3.2797 -2.0334 -3.7313 0.112
H 1.1015 -1.9627 -2.6664 0.106
H -3.8375 0.0202 -3.1360 0.024
H -5.0883 -0.8026 -5.1844 0.126
H -3.8137 -2.0873 -6.9122 0.108
H -1.4092 -2.6079 -6.5350 0.098
H -0.1983 -1.6140 -4.6452 0.075
```

Results
* F_max: 3.7 eV/Å
* energy above the lowest of the compared OMol25 structures with the same formula, charge and spin: 0.083 eV
* Kohn-Sham gap: 5.6552 eV
* electronic energy: -5208.96415 hartree

***

3.
Below is a molecular structure, C19H27Ge2NiO3SSe3Te, with properties calculated with ωB97M-V with the def2-TZVPD basis set.

The geometry in XYZ format:
```
57
Properties=species:S:1:pos:R:3:lowdin_charge:R:1
Ni -2.4685 1.3540 -0.5727 -0.253
Se -1.3294 2.9056 -2.4267 0.219
Se -1.1424 4.0738 -0.5446 0.056
Te -3.3335 3.3840 0.7973 0.478
Se -4.6508 2.4024 -1.0281 -0.004
O -2.4005 -2.0203 -0.5555 -0.460
S -3.1506 -0.8454 -0.0480 0.853
C -4.9226 -1.1636 -0.1653 -0.312
C -5.5244 -0.7348 1.1656 -0.234
C -4.5611 -1.2752 2.2239 -0.214
C -3.1671 -0.8347 1.7747 -0.277
H -4.9625 -2.2459 -0.3100 0.104
H -5.3207 -0.6472 -1.0354 0.070
H -6.5414 -1.1090 1.2836 0.118
H -5.5640 0.3569 1.2093 0.083
H -4.6151 -2.3659 2.2570 0.118
H -4.7927 -0.9017 3.2204 0.115
H -2.3527 -1.4974 2.0679 0.091
H -2.9236 0.1806 2.0813 0.065
O -0.8849 1.1998 0.5603 -0.488
O -0.5602 0.5168 -0.7119 -0.534
C 3.3389 -1.0639 2.1521 -0.248
Ge 1.4242 -0.9502 1.7714 0.718
C 0.5562 0.0411 3.1979 -0.239
C 0.6954 -2.7547 1.6861 -0.236
Ge 1.2100 0.1216 -0.3887 0.883
C 2.1103 1.8311 -0.4889 -0.294
C 2.4759 2.4958 0.6829 -0.116
C 3.1252 3.7252 0.6338 -0.085
C 3.4132 4.3033 -0.5954 -0.090
C 3.0487 3.6554 -1.7695 -0.083
C 2.4066 2.4249 -1.7152 -0.117
C 1.6340 -0.9596 -1.9347 -0.284
C 2.5297 -2.0263 -1.8294 -0.108
C 2.8808 -2.7731 -2.9502 -0.086
C 2.3357 -2.4594 -4.1877 -0.091
C 1.4328 -1.4105 -4.3043 -0.081
C 1.0830 -0.6660 -3.1853 -0.103
H 3.4965 -1.5260 3.1302 0.021
H 3.7885 -0.0689 2.1589 0.012
H 3.8518 -1.6661 1.3988 0.009
H 0.5107 -0.5915 4.0880 0.023
H -0.4498 0.3266 2.8931 -0.006
H 1.1172 0.9447 3.4392 0.015
H 0.7105 -3.1908 2.6879 0.022
H 1.2935 -3.3789 1.0209 0.016
H -0.3298 -2.7503 1.3126 0.001
H 2.2372 2.0619 1.6470 0.078
H 3.4033 4.2299 1.5507 0.101
H 3.9268 5.2566 -0.6403 0.101
H 3.2692 4.1088 -2.7285 0.104
H 2.1328 1.9278 -2.6388 0.092
H 2.9596 -2.2839 -0.8665 0.081
H 3.5744 -3.5997 -2.8568 0.101
H 2.6127 -3.0340 -5.0629 0.101
H 0.9992 -1.1743 -5.2695 0.103
H 0.3637 0.1408 -3.2826 0.086
```

Results
* F_max: 0.9 eV/Å
* <S²>: 3.774
* 2S+1: 4
* energy above the lowest of the compared OMol25 structures with the same formula, charge and spin: 0.239 eV
* Kohn-Sham gap (alpha / beta): 6.5878 / 5.9658 eV
* electronic energy: -14498.47669 hartree

***

4.
Below is C19H27N3O in the gas phase, with properties calculated with ωB97M-V with the def2-TZVPD basis set.

The geometry in XYZ format:
```
50
Properties=species:S:1:pos:R:3:lowdin_charge:R:1
C -1.8924 2.1607 -4.4374 -0.081
C -1.4273 2.5069 -3.0239 -0.432
C -2.0934 3.8014 -2.5631 -0.076
C -1.7292 1.3290 -2.0902 -0.131
C -1.1618 1.4945 -0.6698 -0.263
C -2.2469 1.9389 0.3353 -0.119
C -1.6575 2.1586 1.6266 -0.229
N -1.1448 2.3242 2.6359 0.156
N -0.5365 0.2646 -0.1920 -0.025
C 0.8369 0.3044 0.2666 -0.115
C 1.7847 -0.4972 -0.6487 -0.147
N 1.8157 -1.9220 -0.4452 -0.175
C 2.7280 -2.4311 0.5631 -0.141
C 2.3781 -2.1676 2.0113 -0.226
C 2.8001 -1.0034 2.6432 -0.063
C 2.4442 -0.7415 3.9547 -0.075
C 1.6667 -1.6469 4.6565 -0.084
C 1.2577 -2.8193 4.0442 -0.079
C 1.6135 -3.0778 2.7319 -0.063
C 0.5364 -2.5738 -0.5706 -0.158
C -0.5884 -2.1111 0.3787 -0.058
C -1.2894 -0.8593 -0.1057 -0.453
O -2.4682 -0.8737 -0.4154 0.059
H -2.9675 1.9971 -4.4512 0.083
H -1.6593 2.9699 -5.1257 0.075
H -1.4043 1.2568 -4.7941 0.076
H -0.3418 2.6637 -3.0463 0.135
H -1.9240 4.5889 -3.2944 0.077
H -1.6896 4.1408 -1.6122 0.069
H -3.1675 3.6597 -2.4612 0.086
H -1.2881 0.4298 -2.5248 0.121
H -2.8051 1.1602 -2.0429 0.125
H -0.3743 2.2549 -0.6959 0.143
H -2.7311 2.8562 -0.0025 0.117
H -2.9954 1.1456 0.4107 0.123
H 1.1584 1.3471 0.2788 0.126
H 0.9010 -0.0659 1.2938 0.110
H 2.8011 -0.1181 -0.5237 0.118
H 1.4818 -0.3166 -1.6882 0.126
H 3.7091 -1.9955 0.3475 0.123
H 2.7991 -3.5117 0.4039 0.123
H 3.4139 -0.2958 2.1031 0.114
H 2.7741 0.1707 4.4290 0.105
H 1.3859 -1.4421 5.6785 0.102
H 0.6603 -3.5352 4.5895 0.104
H 1.2945 -3.9970 2.2605 0.115
H 0.6999 -3.6438 -0.4231 0.119
H 0.1944 -2.4313 -1.6035 0.130
H -0.1996 -1.9572 1.3861 0.105
H -1.3519 -2.8897 0.4224 0.125
```

Results
* F_max: 0.7 eV/Å
* structure (SMILES): CC(C)C[C@@H](CC#N)N1CCN(Cc2ccccc2)CCC1=O
* energy above the lowest of the compared OMol25 structures with the same formula, charge and spin: 1.168 eV
* Kohn-Sham gap: 9.0863 eV
* electronic energy: -979.71116 hartree